9
Properties=species:S:1:pos:R:3 method="wB97M-V/def2-TZVPD" lumo_energy_ev=4.019 charge=-1 relative_energy_ev=4.152 homo_energy_ev=-4.0911
C -0.1824 -0.5925 -0.0178
N -1.3257 0.5626 0.1596
O -1.7939 0.6768 1.2924
O 1.9653 0.6079 -1.2738
O -1.5074 1.3357 -0.7960
O 2.1392 -0.7573 0.7917
S 1.5507 0.4001 0.1698
H -0.5722 -1.3679 0.7256
H -0.2737 -0.8655 -1.0515